No. 1
Entry from the OMol25 dataset: a molecular structure, C48H41N6OSc at a distorted geometry (the ωB97M-V functional and the def2-TZVPD basis).

## Properties
largest force on an atom: 1.22 eV Å⁻¹
HOMO level: -0.249 Ha
gap between HOMO and LUMO: 6.665 eV
ΔE to the lowest compared entry with this formula, charge and spin: 0.00 kJ/mol
LUMO: -0.104 eV

Each line ends with the Löwdin charge.
Element x y z (Å)
Sc -0.1325 0.0669 -0.1430  0.976
C -0.2321 2.7612 3.4607  -0.039
C 0.1594 1.8391 2.4848  -0.127
N -0.6878 1.2218 1.6905  0.058
C -2.0213 1.4654 1.8033  -0.116
C -2.5013 2.4150 2.7420  -0.149
C -1.5607 3.0543 3.5764  0.005
C -3.8787 2.6930 2.8423  -0.056
C -4.7364 2.0200 2.0224  -0.079
C -4.2804 1.0752 1.0937  -0.013
C -2.9340 0.7548 0.9272  -0.198
N -2.3478 -0.1187 0.0499  -0.002
C -2.9424 -0.9025 -0.8959  -0.225
C -4.2958 -1.0373 -1.2116  -0.014
C -4.7671 -1.8725 -2.2323  -0.078
C -3.9244 -2.6528 -2.9704  -0.059
C -2.5477 -2.6146 -2.6757  -0.157
C -1.6315 -3.4618 -3.3328  0.002
C -0.3093 -3.4390 -2.9875  -0.033
C 0.1089 -2.5150 -2.0251  -0.105
N -0.7103 -1.6831 -1.4173  0.040
C -2.0450 -1.7396 -1.6764  -0.160
H 0.5139 3.2310 4.0860  0.113
H 1.2071 1.6061 2.3441  0.105
H -1.9116 3.7790 4.3014  0.120
H -4.2258 3.4262 3.5587  0.108
H -5.8000 2.2163 2.0770  0.106
H -5.0410 0.6207 0.4911  0.070
H -5.0431 -0.4883 -0.6758  0.070
H -5.8327 -1.8963 -2.4240  0.107
H -4.2869 -3.3091 -3.7511  0.107
H -2.0001 -4.1355 -4.0970  0.120
H 0.4099 -4.1010 -3.4485  0.108
H 1.1551 -2.4548 -1.7517  0.116
C -2.0568 -3.2093 2.9089  -0.038
C -1.6687 -2.6714 1.6702  -0.108
N -0.5936 -1.9409 1.5030  0.094
C 0.2147 -1.7305 2.5706  -0.154
C -0.1015 -2.2015 3.8680  -0.153
C -1.2865 -2.9546 4.0086  -0.007
C 0.7607 -1.9082 4.9463  -0.050
C 1.8853 -1.1640 4.7211  -0.076
C 2.2237 -0.7191 3.4322  -0.046
C 1.4334 -1.0112 2.3335  -0.252
N 1.6569 -0.6369 1.0225  -0.006
C 2.8962 -0.6871 0.4528  -0.214
C 4.0824 -1.1342 1.0347  -0.023
C 5.2912 -1.1507 0.3287  -0.083
C 5.3693 -0.7683 -0.9844  -0.062
C 4.1875 -0.3956 -1.6542  -0.169
C 4.1451 -0.1085 -3.0351  -0.004
C 2.9537 0.2003 -3.6312  -0.032
C 1.7927 0.2293 -2.8470  -0.107
N 1.7921 -0.0328 -1.5586  0.050
C 2.9604 -0.3446 -0.9450  -0.169
H -2.9642 -3.7930 2.9808  0.105
H -2.2823 -2.8400 0.7912  0.109
H -1.5701 -3.3190 4.9890  0.117
H 0.5137 -2.2779 5.9339  0.108
H 2.5379 -0.9184 5.5500  0.104
H 3.1152 -0.1187 3.3077  0.111
H 4.0683 -1.4979 2.0503  0.092
H 6.1867 -1.4785 0.8426  0.104
H 6.3110 -0.7685 -1.5184  0.106
H 5.0649 -0.1468 -3.6067  0.119
H 2.8913 0.4176 -4.6885  0.109
H 0.8353 0.4820 -3.2897  0.097
C -3.2368 2.4368 -2.3935  -0.044
C -2.0839 2.5160 -3.3960  -0.354
C -1.6706 1.1238 -3.8874  -0.055
C -0.9176 3.3049 -2.8250  -0.131
C -0.6156 4.5249 -3.4131  -0.050
C 0.4265 5.3207 -2.9662  -0.092
C 1.1935 4.8701 -1.9087  -0.052
C 0.9357 3.6551 -1.2892  -0.123
C 1.8322 3.2147 -0.1449  -0.367
C 1.7714 4.2066 1.0205  -0.061
C 3.2803 3.0321 -0.6126  -0.044
C -0.1448 2.8514 -1.7252  -0.236
O -0.3870 1.6818 -1.1379  -0.197
H -4.0821 1.8859 -2.8138  0.079
H -3.5740 3.4377 -2.1176  0.086
H -2.8989 1.9296 -1.4953  0.054
H -2.4404 3.0717 -4.2682  0.123
H -1.3238 0.5200 -3.0519  0.043
H -0.8678 1.2069 -4.6242  0.081
H -2.5170 0.6128 -4.3531  0.084
H -1.2172 4.8598 -4.2512  0.107
H 0.6396 6.2728 -3.4351  0.096
H 2.0193 5.4773 -1.5542  0.107
H 1.4739 2.2466 0.2086  0.081
H 2.1772 5.1717 0.7123  0.077
H 2.3611 3.8510 1.8702  0.079
H 0.7412 4.3575 1.3447  0.079
H 3.7256 3.9956 -0.8685  0.079
H 3.3235 2.3981 -1.4993  0.070
H 3.8862 2.5739 0.1736  0.085

No. 2
Entry from the OMol25 dataset: a molecular structure, C48H41N8NiO6PS (the ωB97M-V functional and the def2-TZVPD basis).

## Properties
largest force on an atom: 0.58 eV Å⁻¹
HOMO level (alpha / beta): -0.295 / -0.296 Ha
gap between HOMO and LUMO (alpha / beta): 7.846 / 7.854 eV
spin multiplicity: 3
ΔE to the lowest compared entry with this formula, charge and spin: 0.00 kJ/mol
LUMO (alpha / beta): -0.191 / -0.191 eV

Each line ends with the Löwdin charge.
Element x y z (Å)
Ni 0.0284 -0.2201 0.2187  0.526
C -0.7017 -2.0234 -5.0275  -0.073
N -0.8134 -1.2951 -3.7818  -0.100
C -0.2756 -1.5627 -2.5983  -0.138
N -0.7073 -0.6981 -1.7030  0.056
C -1.5416 0.1053 -2.4166  -0.164
N -1.6408 -0.2222 -3.6792  0.150
C 0.6482 -1.9897 -5.7080  -0.181
C 0.6611 -2.4207 -7.0310  -0.040
C 1.8456 -2.5001 -7.7416  -0.056
C 3.0383 -2.1608 -7.1301  -0.019
C 3.0352 -1.7269 -5.8079  -0.129
C 1.8413 -1.6253 -5.0960  0.042
C 4.3454 -1.4152 -5.2210  -0.289
N 5.4663 -1.3947 -5.8446  0.123
N 6.4412 -1.1220 -4.8884  0.125
C 5.8236 -0.9985 -3.7711  -0.289
O 4.4770 -1.1667 -3.8897  0.141
C 6.4346 -0.7314 -2.4636  -0.129
C 7.8206 -0.5863 -2.4256  -0.017
C 8.4478 -0.3363 -1.2198  -0.057
C 7.6986 -0.2293 -0.0564  -0.032
C 6.3198 -0.3805 -0.0882  -0.185
C 5.5544 -0.2866 1.2097  -0.072
N 4.1966 0.1694 1.0217  -0.120
C 3.1263 -0.5718 0.7624  -0.127
N 2.1214 0.1972 0.3886  0.078
C 2.6611 1.4526 0.4366  -0.146
N 3.9185 1.4778 0.7982  0.151
C 5.6851 -0.6294 -1.2994  0.035
H -1.4557 -1.5890 -5.6809  0.132
H -0.9880 -3.0619 -4.8426  0.137
H 0.3778 -2.4024 -2.4291  0.124
H -2.0775 0.9262 -1.9727  0.134
H -0.2719 -2.6942 -7.5104  0.118
H 1.8406 -2.8313 -8.7713  0.110
H 3.9775 -2.2281 -7.6605  0.114
H 1.8564 -1.2487 -4.0798  0.116
H 8.3848 -0.6637 -3.3442  0.114
H 9.5217 -0.2122 -1.1851  0.109
H 8.1911 -0.0141 0.8845  0.116
H 6.0486 0.4107 1.8841  0.132
H 5.5006 -1.2595 1.7035  0.129
H 3.1302 -1.6441 0.8616  0.095
H 2.1127 2.3448 0.2081  0.110
H 4.6067 -0.7282 -1.3496  0.118
O -2.2077 0.2169 3.4404  -0.270
S -1.3426 -0.4697 2.5345  0.492
O 0.0225 0.0735 2.3683  -0.345
O -1.8708 -0.6768 1.1600  -0.376
C -1.1302 -2.1249 3.1540  -0.248
C -1.6588 -2.4254 4.4008  -0.041
C -1.5864 -3.7234 4.8851  -0.058
C -1.0116 -4.7223 4.1145  -0.066
C -0.4852 -4.4150 2.8689  -0.097
C -0.5158 -3.1139 2.3777  -0.307
P 0.2128 -2.7432 0.7322  1.138
C -0.7498 -3.8645 -0.3403  -0.359
C -0.2588 -5.0661 -0.8382  -0.091
C -1.0493 -5.8530 -1.6695  -0.079
C -2.3319 -5.4450 -2.0007  -0.083
C -2.8304 -4.2495 -1.4939  -0.067
C -2.0458 -3.4591 -0.6707  -0.092
C 1.8781 -3.4868 0.7774  -0.386
C 2.6128 -3.4499 -0.4119  -0.133
C 3.9603 -3.7695 -0.4318  -0.077
C 4.6056 -4.1218 0.7489  -0.079
C 3.8883 -4.1627 1.9351  -0.068
C 2.5328 -3.8475 1.9509  -0.077
H -2.1404 -1.6401 4.9653  0.114
H -1.9972 -3.9582 5.8583  0.109
H -0.9788 -5.7411 4.4774  0.107
H -0.0490 -5.2038 2.2660  0.112
H 0.7403 -5.3996 -0.5860  0.100
H -0.6578 -6.7868 -2.0519  0.104
H -2.9458 -6.0584 -2.6472  0.103
H -3.8333 -3.9276 -1.7425  0.109
H -2.4334 -2.5247 -0.2822  0.095
H 2.1415 -3.1331 -1.3356  0.100
H 4.5105 -3.7229 -1.3628  0.110
H 5.6611 -4.3596 0.7413  0.110
H 4.3817 -4.4335 2.8595  0.109
H 2.0013 -3.8523 2.8933  0.105
C -1.6840 7.8463 -1.6086  -0.055
C -1.2426 6.4135 -1.4776  -0.270
C -1.0777 5.8244 -0.2356  -0.018
C -0.6611 4.5024 -0.0887  -0.182
C -0.5143 3.9885 1.3261  -0.034
C -0.3829 3.7474 -1.2373  -0.043
C -0.5269 4.3308 -2.5080  -0.187
C -0.2621 3.5961 -3.8015  -0.043
C -0.9659 5.6460 -2.6014  -0.020
C 0.0597 2.3060 -1.1314  -0.628
O 0.8454 1.8390 -1.9550  0.010
O -0.4367 1.6627 -0.1355  -0.113
H -2.1074 8.2162 -0.6752  0.072
H -2.4353 7.9597 -2.3911  0.076
H -0.8427 8.4921 -1.8697  0.081
H -1.2794 6.4062 0.6575  0.111
H -0.5023 4.8351 2.0128  0.074
H 0.3923 3.4038 1.4728  0.068
H -1.3374 3.3292 1.5995  0.088
H -0.7910 2.6435 -3.8511  0.064
H 0.7935 3.3582 -3.9172  0.080
H -0.5838 4.2188 -4.6362  0.070
H -1.0922 6.0828 -3.5865  0.112

No. 3
Entry from the OMol25 dataset: a molecular structure, C48H42AsIrN2P2S3Se at a distorted geometry (the ωB97M-V functional and the def2-TZVPD basis).

## Properties
largest force on an atom: 2.94 eV Å⁻¹
HOMO level (alpha / beta): -0.308 / -0.338 Ha
gap between HOMO and LUMO (alpha / beta): 6.368 / 4.569 eV
spin multiplicity: 6
ΔE to the lowest compared entry with this formula, charge and spin: 70.19 kJ/mol
net charge: +1
LUMO (alpha / beta): -2.022 / -4.628 eV

Each line ends with the Löwdin charge.
Element x y z (Å)
Ir -0.6700 -0.8241 0.7372  0.434
S -0.1413 -0.4805 3.1456  0.286
P 0.0651 1.5026 2.4057  0.565
C -0.6622 1.3767 0.8398  -0.614
P -2.1611 1.7019 0.0219  0.557
S -2.8172 -0.2891 -0.0446  0.236
C -1.9867 2.4689 -1.5933  -0.353
C -0.6358 2.5783 -2.0393  -0.064
C -0.4482 2.9713 -3.3464  -0.086
C -1.5037 3.3261 -4.1746  -0.065
C -2.8146 3.1643 -3.6993  -0.074
C -3.0618 2.8971 -2.3478  -0.082
C -3.2666 2.7158 0.9735  -0.370
C -4.1947 2.1459 1.8711  -0.095
C -5.2352 2.9480 2.3269  -0.078
C -5.3491 4.2866 1.9903  -0.065
C -4.3481 4.8279 1.1969  -0.064
C -3.2939 4.0700 0.6713  -0.077
C 1.8680 1.8342 2.1858  -0.309
C 2.4964 2.2163 3.3859  -0.104
C 3.8835 2.4957 3.3760  -0.050
C 4.6216 2.4125 2.1876  -0.061
C 3.9841 2.0422 0.9901  -0.079
C 2.6068 1.8095 0.9619  -0.063
C -0.5768 2.6752 3.5765  -0.372
C -1.7936 2.2929 4.1400  -0.088
C -2.3971 3.2206 5.0323  -0.056
C -1.6892 4.2668 5.5798  -0.071
C -0.5411 4.6499 4.9288  -0.062
C 0.0481 3.8429 3.9547  -0.084
H 0.1686 2.2767 -1.3923  0.078
H 0.5614 2.9374 -3.7557  0.113
H -1.2922 3.5495 -5.2425  0.123
H -3.6458 3.1347 -4.4389  0.121
H -4.0739 2.9054 -1.9492  0.121
H -4.0421 1.1223 2.1547  0.080
H -5.9184 2.5111 3.0678  0.118
H -6.2500 4.7895 2.2996  0.111
H -4.5089 5.8618 0.8579  0.116
H -2.5314 4.4561 -0.0502  0.128
H 1.9921 2.1661 4.3333  0.104
H 4.3216 2.8383 4.2821  0.096
H 5.6867 2.5647 2.1920  0.103
H 4.6179 1.9084 0.1315  0.103
H 2.1540 1.5493 -0.0049  0.098
H -2.2663 1.3629 3.8766  0.076
H -3.4620 3.1846 5.2513  0.110
H -2.0583 4.8155 6.4576  0.124
H -0.1046 5.6104 5.1510  0.111
H 0.9036 4.2095 3.4360  0.103
S -1.4507 -2.7092 -0.9202  0.620
C -0.0249 -3.4201 -1.5990  -0.669
C 0.0892 -3.7923 -2.9706  -0.160
C 1.2601 -4.3772 -3.3965  -0.089
C 2.2988 -4.5538 -2.4740  -0.052
C 2.1613 -4.2966 -1.1227  -0.102
C 0.9988 -3.7244 -0.6329  -0.344
As 0.8216 -2.6345 1.0376  1.073
C 0.2887 -4.0403 2.3263  -0.369
C 1.1183 -5.1564 2.5974  -0.093
C 0.6928 -6.0581 3.5655  -0.078
C -0.6003 -6.0483 4.1289  -0.065
C -1.4524 -5.0154 3.7361  -0.067
C -0.9627 -3.9478 2.9297  -0.132
C 2.7000 -2.2476 1.5939  -0.358
C 2.9636 -2.3652 2.9498  -0.131
C 4.2791 -2.1374 3.4211  -0.058
C 5.2329 -1.5926 2.5555  -0.085
C 4.9565 -1.4714 1.1882  -0.104
C 3.7114 -1.7946 0.6988  -0.115
H -0.6880 -3.4033 -3.6141  0.080
H 1.4345 -4.6513 -4.4212  0.110
H 3.2624 -4.8554 -2.8351  0.109
H 2.9667 -4.4717 -0.4274  0.101
H 1.9834 -5.2800 1.9496  0.104
H 1.3110 -6.9310 3.7606  0.105
H -0.9170 -6.8288 4.8144  0.107
H -2.4882 -4.9203 4.0722  0.107
H -1.6905 -3.1836 2.7030  0.070
H 2.1368 -2.5711 3.6392  0.088
H 4.6299 -2.4698 4.4030  0.110
H 6.2393 -1.3679 2.8942  0.104
H 5.8075 -1.1784 0.5242  0.122
H 3.3612 -1.5130 -0.2975  0.108
C -2.3371 -0.5056 -4.8239  -0.032
N -1.3860 -0.6191 -5.9213  -0.123
C -1.7280 -0.6534 -7.2565  -0.056
C -0.5872 -0.8993 -7.9323  -0.053
N 0.4667 -1.0750 -7.0383  -0.128
C 1.8785 -1.2875 -7.2958  -0.057
C -0.0079 -0.8929 -5.7609  -0.701
Se 0.9302 -0.9595 -4.2186  0.690
H -1.7190 -0.1953 -3.9786  0.042
H -2.8076 -1.4439 -4.6360  0.083
H -3.1393 0.1968 -5.0548  0.091
H -2.7115 -0.5304 -7.6804  0.125
H -0.3432 -0.8961 -8.9754  0.119
H 2.0451 -2.1726 -7.9291  0.097
H 2.4170 -1.5141 -6.3708  0.031
H 2.3605 -0.4441 -7.7969  0.097